A structure of composition C23H28B2BrClN3O6Ru in a non-equilibrium geometry. Source: the Open Molecules 2025 dataset; level of theory: ωB97M-V/def2-TZVPD.

## Properties
* total charge: +1
* <S²>: 6.01
* maximum force: 3.6 eV Å⁻¹
* spin multiplicity: 5
* gap between HOMO and LUMO (spin up / spin down): 7.8 / 7.7 eV

CARTESIAN COORDINATES (ANGSTROEM)
Ru: -2.86 2.87 0.22
C: -3.01 3.70 3.48
O: -2.50 2.75 2.58
C: -2.06 1.51 2.98
C: -1.69 1.13 4.21
C: -1.29 -0.20 4.54
Br: -0.71 -0.60 6.28
C: -1.33 -1.17 3.61
C: -1.72 -0.80 2.27
C: -1.98 0.54 1.94
O: -2.42 0.88 0.73
C: -2.00 -1.73 1.24
N: -2.54 -1.48 0.06
C: -2.65 -2.60 -0.69
C: -3.20 -2.87 -1.94
C: -3.04 -4.13 -2.46
C: -2.37 -5.12 -1.76
C: -2.00 -4.96 -0.45
C: -2.10 -3.66 0.06
N: -1.72 -3.06 1.23
H: -3.84 3.31 4.02
H: -3.20 4.54 2.79
H: -2.21 4.03 4.18
H: -1.69 1.71 5.16
H: -1.22 -2.22 3.83
H: -2.77 -0.52 -0.24
H: -3.77 -2.10 -2.47
H: -3.45 -4.35 -3.41
H: -2.45 -6.17 -2.05
H: -1.62 -5.80 0.10
H: -1.04 -3.47 1.88
Cl: -5.92 6.59 -0.69
C: -4.30 6.39 -1.23
C: -3.65 5.17 -0.75
O: -4.10 4.54 0.29
O: -2.54 4.83 -1.22
H: -3.71 7.20 -0.68
H: -4.26 6.44 -2.34
C: 5.72 0.40 -0.04
C: 4.65 -0.48 -0.42
C: 4.56 -1.65 0.55
O: 3.34 0.23 -0.36
B: 2.61 -0.34 -1.33
O: 3.21 -1.13 -2.19
C: 4.65 -1.01 -1.93
C: 5.27 -0.01 -2.88
C: 5.18 -2.42 -2.10
H: 5.46 0.77 0.95
H: 5.90 1.29 -0.65
H: 6.65 -0.14 -0.03
H: 4.35 -1.14 1.48
H: 5.57 -2.13 0.58
H: 3.77 -2.37 0.31
H: 4.70 1.02 -2.76
H: 5.17 -0.43 -3.93
H: 6.28 0.19 -2.66
H: 4.63 -3.18 -1.50
H: 6.20 -2.40 -1.79
H: 5.01 -2.69 -3.16
B: -1.14 1.43 -2.04
C: 0.22 0.53 -1.89
N: 1.14 -0.07 -1.49
H: -0.96 2.11 -0.96
H: -1.95 0.54 -1.98
H: -1.26 1.99 -3.11

=====

A structure of composition C23H28BrLaN2 in a non-equilibrium geometry. Source: the Open Molecules 2025 dataset; level of theory: ωB97M-V/def2-TZVPD.

## Properties
* maximum force: 2.6 eV Å⁻¹
* relative energy (zero: lowest compared OMol25 entry of this formula, charge and spin): 1.361 eV
* spin multiplicity: 1
* gap between HOMO and LUMO: 5.5 eV

CARTESIAN COORDINATES (ANGSTROEM)
La: 0.21 0.55 -0.76
C: 0.88 -2.13 0.14
C: 2.09 -1.75 -0.48
C: 1.87 -1.72 -1.85
C: 0.49 -2.06 -2.12
C: -0.12 -2.29 -0.83
C: -1.62 -2.45 -0.53
C: 0.10 -2.34 -3.55
C: 2.89 -1.48 -2.90
C: 3.41 -1.61 0.20
C: 0.84 -2.45 1.62
H: -2.18 -1.54 -0.57
H: -1.65 -2.86 0.50
H: -1.98 -3.17 -1.26
H: -0.98 -2.31 -3.80
H: 0.33 -3.31 -3.98
H: 0.58 -1.61 -4.18
H: 3.33 -2.48 -3.15
H: 3.67 -0.77 -2.73
H: 2.51 -1.21 -3.89
H: 4.01 -2.54 0.16
H: 3.37 -1.44 1.27
H: 4.09 -0.85 -0.17
H: 0.04 -1.98 2.12
H: 1.74 -2.09 2.14
H: 0.87 -3.55 1.75
C: 2.77 0.97 2.76
C: 1.40 1.20 3.35
C: 1.37 1.33 4.74
C: 0.18 1.51 5.44
C: -1.01 1.54 4.73
C: -1.03 1.48 3.33
C: -2.31 1.58 2.59
C: 0.19 1.30 2.56
N: 0.09 1.23 1.18
H: 3.31 0.18 3.26
H: 3.34 1.88 2.63
H: 2.74 0.53 1.74
H: 2.35 1.29 5.27
H: 0.22 1.83 6.47
H: -2.03 1.73 5.15
H: -3.15 1.98 3.22
H: -2.70 0.70 2.06
H: -2.21 2.27 1.79
Br: -4.33 -0.11 -4.25
C: -3.37 1.45 -3.68
C: -3.97 2.71 -3.72
C: -3.23 3.76 -3.23
C: -2.05 3.50 -2.53
N: -1.53 2.28 -2.39
C: -2.14 1.27 -3.04
H: -5.02 2.75 -4.09
H: -3.47 4.77 -3.33
H: -1.51 4.30 -2.12
H: -1.69 0.22 -3.02

=====

A structure of composition C23H28F3NO4 in a non-equilibrium geometry. Source: the Open Molecules 2025 dataset; level of theory: ωB97M-V/def2-TZVPD.

## Properties
* maximum force: 19.5 eV Å⁻¹
* relative energy (zero: lowest compared OMol25 entry of this formula, charge and spin): 21.686 eV
* spin multiplicity: 1
* gap between HOMO and LUMO: 8.7 eV

CARTESIAN COORDINATES (ANGSTROEM)
C: 1.13 2.31 2.37
C: 0.30 1.97 1.14
H: -0.61 2.66 1.15
H: 0.70 2.11 0.15
O: -0.18 0.42 1.09
C: -0.96 0.00 0.29
O: -1.38 0.60 -0.54
C: -1.19 -1.40 0.26
C: -0.69 -2.05 -0.99
H: -0.86 -3.18 -0.91
C: 0.82 -1.73 -0.94
N: 1.39 -2.52 0.06
C: 1.08 -2.22 1.32
C: -0.44 -1.98 1.61
H: -0.74 -1.57 2.37
H: -0.86 -3.14 1.76
H: 1.54 -2.81 2.29
H: 1.38 -1.06 1.64
C: 3.05 -2.54 0.00
C: 3.56 -1.26 0.35
C: 4.14 -0.73 1.23
C: 4.35 0.71 1.10
C: 4.01 0.87 -0.28
O: 3.43 -0.36 -0.60
C: 3.95 2.11 -1.48
O: 2.80 2.62 -1.04
C: 2.57 3.53 -1.86
H: 3.37 4.63 -1.69
H: 2.51 3.41 -2.81
H: 1.61 4.09 -1.55
H: 4.05 1.72 -2.34
H: 4.76 2.60 -1.14
H: 4.96 1.40 1.57
H: 4.38 -1.32 2.23
H: 3.29 -3.39 0.85
H: 3.24 -2.87 -0.87
H: 1.28 -2.39 -2.05
H: 1.14 -0.84 -0.73
H: -1.09 -1.54 -1.75
C: -2.82 -1.51 0.65
C: -3.46 -0.99 -0.30
C: -3.84 -1.39 -1.49
C: -4.52 -0.86 -2.68
C: -5.07 0.26 -2.42
C: -5.02 1.01 -1.25
C: -4.03 0.23 -0.20
C: -4.11 0.78 1.23
F: -4.70 -0.06 2.11
F: -2.95 1.19 1.62
F: -4.95 2.13 1.31
H: -5.38 1.93 -1.00
H: -5.56 0.96 -3.26
H: -4.33 -1.20 -3.79
H: -3.19 -2.51 -1.84
H: -2.77 -2.78 0.57
H: -2.93 -1.25 1.78
H: 1.32 3.30 2.18
H: 1.91 1.73 2.26
H: 0.63 2.19 3.26

=====

A structure of composition C23H28F9O3Zn in a non-equilibrium geometry. Source: the Open Molecules 2025 dataset; level of theory: ωB97M-V/def2-TZVPD.

## Properties
* total charge: -1
* maximum force: 3.8 eV Å⁻¹
* spin multiplicity: 1
* gap between HOMO and LUMO: 3.3 eV

CARTESIAN COORDINATES (ANGSTROEM)
O: 0.09 -4.20 -5.89
C: -0.62 -5.47 -5.73
C: -0.29 -6.05 -7.09
H: -1.71 -5.30 -5.60
H: -0.21 -6.03 -4.88
C: 0.42 -4.68 -7.25
H: -1.16 -6.19 -7.74
H: 0.35 -6.95 -7.04
C: -0.22 -3.81 -8.32
H: -1.31 -3.81 -8.21
H: 0.01 -4.22 -9.31
H: 0.17 -2.78 -8.27
C: 1.92 -4.78 -7.43
H: 2.34 -5.42 -6.65
H: 2.37 -3.78 -7.39
H: 2.15 -5.23 -8.41
Zn: 1.98 0.31 -0.55
C: 2.36 -0.52 1.48
C: 1.05 -1.03 1.69
C: 0.81 -2.08 0.78
H: 0.37 -0.75 2.48
C: 1.96 -2.24 -0.04
C: 2.96 -1.30 0.39
H: 4.01 -1.32 0.11
H: 2.90 0.17 2.13
H: -0.09 -2.70 0.76
H: 2.10 -3.02 -0.78
C: -0.03 2.45 0.29
C: 1.00 2.07 -0.79
C: 0.33 1.24 -1.75
H: 1.67 2.86 -1.13
C: -1.02 1.04 -1.31
C: -1.27 1.77 -0.19
H: -2.23 1.89 0.29
H: -0.14 3.55 0.26
H: 0.72 0.95 -2.73
H: -1.71 0.37 -1.80
O: -1.97 -1.77 -2.83
C: -0.53 -1.96 -3.04
C: -0.21 -3.46 -2.86
H: 0.04 -1.41 -2.25
H: -0.21 -1.58 -4.02
C: -1.62 -4.09 -2.71
H: 0.37 -3.59 -1.93
H: 0.37 -3.88 -3.68
C: -2.36 -2.94 -2.04
H: -1.63 -5.04 -2.17
H: -2.02 -4.27 -3.71
H: -1.97 -2.84 -1.00
H: -3.46 -3.00 -2.04
F: -0.03 4.76 2.15
C: -0.82 3.87 2.79
F: -1.04 4.33 4.05
F: -2.02 3.83 2.14
C: -0.17 2.46 2.80
O: 0.39 1.94 1.59
C: 1.04 2.47 3.75
F: 0.72 2.78 5.03
F: 1.63 1.25 3.77
F: 1.97 3.34 3.28
C: -1.24 1.49 3.40
F: -1.95 2.06 4.40
F: -2.10 1.10 2.42
F: -0.69 0.35 3.91